# C10H21N3OS

C10H21N3OS in the gas phase in a non-equilibrium geometry (wB97M-V/def2-TZVPD, OMol25).

Values from the calculation:
electronic energy: -28051.0041 eV
frontier orbital gap: 8.1 eV
multiplicity: 1
LUMO: 0.63 eV
strongest force on any atom: 0.3652 Eh/bohr
molecular weight: 231.4 g/mol
SMILES: COCCCNC(=S)N1CCN(C)CC1

CARTESIAN COORDINATES (ANGSTROEM)
C  3.04  2.18  -2.80
O  1.84  1.86  -1.88
C  1.62  0.63  -1.69
C  0.79  0.08  -2.90
C  0.58  -1.42  -2.46
N  -0.23  -1.38  -1.31
C  -0.15  -1.81  -0.16
S  1.43  -2.25  0.28
N  -1.03  -1.65  0.81
C  -0.61  -1.64  2.33
C  -0.41  -0.34  2.67
N  -1.73  0.67  2.65
C  -1.49  1.72  3.28
C  -1.93  0.59  1.30
C  -2.33  -1.02  0.82
H  3.81  1.65  -2.46
H  2.75  1.95  -3.93
H  3.20  3.05  -2.86
H  1.05  0.57  -0.79
H  2.60  0.20  -1.50
H  0.02  0.38  -3.17
H  1.50  -0.14  -3.83
H  1.51  -2.06  -2.15
H  0.06  -1.98  -3.23
H  -1.30  -1.16  -1.52
H  0.41  -2.44  2.32
H  -1.42  -2.22  2.93
H  0.05  -0.35  3.92
H  0.26  0.05  2.12
H  -0.85  2.46  2.68
H  -2.34  2.35  3.18
H  -1.25  1.88  4.38
H  -2.76  1.00  1.18
H  -1.21  0.93  0.66
H  -2.49  -0.96  -0.20
H  -3.00  -1.38  1.34

# C3H5NO

C3H5NO in the gas phase (wB97M-V/def2-TZVPD, OMol25).

Values from the calculation:
electronic energy: -6726.3866 eV
frontier orbital gap: 9.4 eV
energy relative to the best compared isomer or geometry (same formula, charge and spin): 307.4 kJ/mol
multiplicity: 1
LUMO: 0.72 eV
strongest force on any atom: 0.0130 Eh/bohr
molecular weight: 71.1 g/mol

CARTESIAN COORDINATES (ANGSTROEM)
O  -0.55  -0.49  -2.20
C  -0.68  -0.16  -1.04
C  -0.11  -0.89  0.19
N  0.54  0.26  0.83
C  0.73  1.20  -0.04
H  -0.91  -1.31  0.82
H  0.60  -1.68  -0.08
H  0.66  0.31  1.85
H  -1.40  0.63  -0.71
H  1.12  2.13  0.38

# CH12O4

5 unconnected molecules or ions with the total composition CH12O4 (wB97M-V/def2-TZVPD, OMol25).

Values from the calculation:
electronic energy: -9421.8465 eV
frontier orbital gap: 11.8 eV
energy relative to the best compared isomer or geometry (same formula, charge and spin): 46.5 kJ/mol
multiplicity: 1
LUMO: 0.63 eV
strongest force on any atom: 0.0190 Eh/bohr
molecular weight: 88.1 g/mol
SMILES: C.O.O.O.O

CARTESIAN COORDINATES (ANGSTROEM)
C  1.06  -1.60  1.79
H  1.66  -0.75  2.10
H  1.14  -1.61  0.71
H  1.40  -2.54  2.21
H  0.02  -1.44  2.09
O  -1.18  -1.32  -2.54
H  -1.22  -1.37  -3.50
H  -0.65  -0.53  -2.41
O  0.85  2.05  1.11
H  0.31  1.25  1.23
H  1.01  2.25  2.03
O  0.28  1.50  -1.82
H  0.50  1.72  -0.91
H  -0.01  2.27  -2.30
O  -1.54  0.28  0.31
H  -1.16  -0.44  -0.20
H  -2.48  0.29  0.11

# C5H7F

C5H7F in the gas phase in a non-equilibrium geometry (wB97M-V/def2-TZVPD, OMol25).

Values from the calculation:
electronic energy: -8011.7595 eV
frontier orbital gap: 10.7 eV
energy relative to the best compared isomer or geometry (same formula, charge and spin): 333.0 kJ/mol
multiplicity: 1
LUMO: 0.96 eV
strongest force on any atom: 0.2291 Eh/bohr
molecular weight: 86.1 g/mol
SMILES: C=CCC(=C)F

CARTESIAN COORDINATES (ANGSTROEM)
C  -0.50  2.22  0.59
C  -0.34  1.14  -0.17
C  -0.34  -0.27  0.39
C  0.33  -1.13  -0.59
C  1.30  -2.14  -0.45
F  -0.27  -0.75  -1.89
H  -0.83  3.39  0.40
H  -0.90  2.11  1.84
H  -0.40  1.22  -1.36
H  -1.41  -0.56  0.49
H  -0.05  -0.50  1.35
H  1.61  -2.65  -1.15
H  1.81  -2.06  0.55